10
Properties=species:S:1:pos:R:3 method="wB97M-V/def2-TZVPD" homo_lumo_gap_ev="7.7 / 7.2" multiplicity=3 s2=2.015 e_homo_ev="-8.2 / -8.7"
P 3.555 0.348 0.681
F 3.282 -0.817 -0.737
O -0.065 1.315 -0.219
C -1.243 0.697 0.092
H -2.087 0.954 -0.588
H -1.628 0.936 1.111
C -1.142 -0.795 0.052
O -0.060 -1.342 -0.146
Ag 1.406 0.107 -0.583
H -2.019 -1.402 0.337